# 1
111
Properties=species:S:1:pos:R:3 method="wB97M-V/def2-TZVPD" e_lumo_ha=-0.0004 homo_lumo_gap_ev=9.31 relative_energy_kcal_mol=50.31
C 0.1982 -2.6959 3.9402
C 0.2185 -4.1741 4.3792
O -0.4055 -4.3101 5.6074
H 0.7376 -2.0419 4.6229
H -0.7954 -2.3187 3.7165
H 0.7678 -2.6718 3.0317
H 1.3354 -4.4772 4.5224
H -0.3007 -4.7691 3.6331
H 0.3810 -4.3369 6.1763
C -2.1667 2.7794 -1.8921
C -2.6033 4.1675 -1.5052
O -2.6975 4.8929 -2.6773
H -2.8849 2.3642 -2.6581
H -2.1265 2.1777 -0.9767
H -1.1815 2.8212 -2.2521
H -1.8721 4.6794 -0.9101
H -3.5913 4.1960 -1.0494
H -3.5117 5.4396 -2.7528
C 1.8126 -4.3951 0.9744
C 3.1279 -3.7692 0.6887
O 4.0551 -4.8585 0.7126
H 1.7833 -4.9336 1.9292
H 1.4447 -5.1295 0.2162
H 1.0437 -3.5966 1.1169
H 3.2739 -3.1253 1.5159
H 3.2003 -3.2109 -0.2648
H 4.9858 -4.5130 0.4568
C 4.6625 0.1293 -1.4497
C 4.2229 1.2532 -0.5222
O 3.0355 1.7177 -1.0831
H 5.6201 -0.2974 -1.1489
H 4.9033 0.4720 -2.5000
H 3.9031 -0.7068 -1.4601
H 4.8832 2.1457 -0.3009
H 3.9482 0.7674 0.4662
H 3.1786 1.9833 -2.0292
C 0.3832 3.1369 0.2330
C -0.8159 3.0703 1.2405
O -0.7060 1.8284 1.8535
H 0.3635 2.2791 -0.4749
H 1.3469 3.1237 0.7811
H 0.3525 4.0321 -0.3531
H -1.8186 3.1666 0.8456
H -0.7372 3.8384 2.0243
H -0.9878 1.1812 1.2269
C 0.8477 4.0566 -4.1367
O -0.1552 3.5368 -4.9172
N 1.4286 5.1882 -4.3260
N 1.3001 3.4558 -3.1077
H 1.4163 5.5584 -5.3303
H 2.3099 5.5116 -3.8703
H 0.9758 2.4192 -3.0330
H 1.7122 3.9187 -2.2804
C 0.2620 -0.5332 0.3637
O -0.3333 -0.9231 1.5814
N 1.5190 -0.3550 0.2044
N -0.4466 -0.1732 -0.6848
H 2.1254 -0.5784 1.0910
H 1.8971 0.3676 -0.3995
H -1.4739 -0.3479 -0.6133
H 0.0821 0.1108 -1.5178
C 2.8038 0.7724 2.9263
O 4.0348 0.8477 3.5393
N 2.2371 -0.3827 2.8043
N 2.1029 1.8253 2.5588
H 2.7043 -1.2699 3.1299
H 1.2766 -0.4678 2.5165
H 2.4752 2.6905 2.8124
H 1.2648 1.8900 2.0125
C -0.0364 0.9056 4.8050
O 0.1600 2.2896 4.7140
H -0.5371 0.5066 3.9418
H -0.6617 0.8544 5.6627
H 0.8726 0.3433 5.0011
H 0.8427 2.4970 4.0563
C 0.2104 -3.2173 -1.8773
O 1.4036 -2.4330 -1.7574
H -0.5796 -2.9355 -1.2189
H 0.4593 -4.2648 -1.6288
H -0.1886 -3.1648 -2.8787
H 1.2037 -1.6824 -1.1504
C -2.6598 -0.6444 -3.0715
O -2.9020 -0.3361 -4.4299
H -3.4805 -1.3598 -2.8166
H -2.9121 0.1652 -2.3832
H -1.7121 -1.0591 -2.7919
H -2.5641 0.5331 -4.7563
C -3.3801 -0.6960 1.2767
O -3.0987 -0.9627 -0.0836
H -4.4372 -0.7496 1.4691
H -3.1051 0.3002 1.5598
H -2.7519 -1.1755 1.9746
H -3.3462 -1.8508 -0.4009
C 0.1802 0.3585 -4.0515
O 1.0119 0.5727 -2.9486
H -0.8149 0.7996 -3.8269
H 0.1185 -0.6989 -4.1416
H 0.5363 0.8164 -4.9694
H 1.7619 0.0143 -3.1475
C -1.7991 -3.9503 1.6494
O -1.2697 -5.2246 1.3729
H -1.0217 -3.2430 1.5928
H -2.1307 -3.9662 2.6807
H -2.6036 -3.5881 1.0477
H -1.2754 -5.6453 2.2087
C -5.5002 1.3729 -1.8602
O -4.6846 1.3398 -0.7182
H -6.5044 1.0053 -1.6513
H -5.0375 0.8885 -2.7031
H -5.7409 2.3829 -2.1570
H -4.3588 0.4721 -0.5670

# 2
78
Properties=species:S:1:pos:R:3 method="wB97M-V/def2-TZVPD" e_lumo_ha="-0.2649 / -0.4188" spin_multiplicity=5 charge=+3 homo_lumo_gap_ev="8.42 / 5.70"
Rh 0.1498 0.5583 -0.0975
C -0.5533 -0.1622 3.1338
O 0.4130 0.4689 2.2829
C 1.7586 0.1769 2.6790
C 2.6889 0.9679 1.8156
O 2.4730 0.5926 0.4487
C 3.3524 1.3132 -0.4356
H -0.2919 -0.0056 4.1802
H -0.6038 -1.2349 2.9291
H -1.5179 0.2960 2.9352
H 1.9453 -0.8991 2.5796
H 1.9024 0.4557 3.7251
H 3.7215 0.7491 2.0964
H 2.5161 2.0421 1.9290
H 4.3812 1.2180 -0.0900
H 3.0623 2.3635 -0.4778
H 3.2619 0.8623 -1.4204
C 1.0163 1.9114 -3.3166
P -0.0187 0.6393 -2.5488
C 0.2843 -0.8576 -3.5337
C -1.7230 1.1000 -2.9356
C -2.0582 1.4573 -4.2418
C -3.3635 1.7876 -4.5689
C -4.3510 1.7572 -3.5921
C -4.0290 1.3986 -2.2932
C -2.7159 1.0694 -1.9534
P -2.3153 0.5909 -0.2577
C -3.2266 1.7581 0.7898
C -3.1511 -1.0022 0.0004
H 0.7942 1.9970 -4.3805
H 2.0685 1.6524 -3.2074
H 0.8339 2.8705 -2.8328
H -0.0713 -0.6988 -4.5529
H -0.2534 -1.7109 -3.1185
H 1.3517 -1.0789 -3.5742
H -1.3042 1.4812 -5.0194
H -3.6106 2.0667 -5.5844
H -5.3718 2.0115 -3.8443
H -4.8158 1.3777 -1.5486
H -4.3012 1.6161 0.6703
H -2.9749 2.7792 0.5033
H -2.9825 1.6112 1.8416
H -4.2020 -0.9201 -0.2819
H -3.0942 -1.2988 1.0493
H -2.6904 -1.7703 -0.6222
C 0.3514 5.4283 -0.4178
N -0.0090 4.8120 0.8686
C -0.3200 5.6557 2.0453
C -0.0353 3.5138 0.9732
O 0.2448 2.7419 0.0090
H 0.2342 6.5026 -0.3275
H -0.3030 5.0562 -1.2032
H 1.3843 5.1985 -0.6725
H -0.2654 6.6953 1.7406
H 0.4043 5.4909 2.8388
H -1.3264 5.4542 2.4036
H -0.3108 3.1152 1.9527
C 0.0826 -4.3092 3.3620
Ge 1.0983 -5.0034 1.8858
C 2.9559 -4.4979 1.8913
C 0.7254 -6.8203 1.4088
C 0.2245 -4.0327 0.1637
Se 0.6652 -2.2737 -0.1577
C 2.3830 -2.4594 -1.0199
H 0.2638 -4.9613 4.2196
H -0.9871 -4.3257 3.1541
H 0.3983 -3.3024 3.6346
H 3.4177 -4.9336 2.7802
H 3.0843 -3.4160 1.9522
H 3.4819 -4.8920 1.0217
H 1.0818 -7.4450 2.2313
H 1.2500 -7.1133 0.5009
H -0.3440 -6.9871 1.2904
H -0.8436 -4.1225 0.3552
H 0.5866 -4.6610 -0.6509
H 3.0774 -2.8808 -0.2967
H 2.7050 -1.4674 -1.3194
H 2.2601 -3.1180 -1.8770

# 3
30
Properties=species:S:1:pos:R:3 method="wB97M-V/def2-TZVPD" e_lumo_ha=0.0281 homo_lumo_gap_ev=8.96 relative_energy_kcal_mol=87.22 smiles="COCCNCC(=O)Nc1nc(C)cs1"
C -1.7060 0.6532 -2.2790
O -1.2999 -0.2824 -1.2005
C -2.1145 -1.5032 -1.0597
C -1.5769 -2.5030 0.1014
N -1.7974 -1.9038 1.4218
C -0.8171 -1.7618 2.5414
C 0.5167 -0.9672 2.4890
O 1.4615 -1.1790 3.3083
N 0.6355 -0.2200 1.3572
C 1.7273 0.4997 0.9446
N 1.2847 1.2944 -0.0150
C 2.3410 1.9840 -0.4635
C 1.9631 3.0678 -1.4656
C 3.5078 1.7791 0.1582
S 3.4264 0.6598 1.3786
H -1.1145 0.6164 -3.2457
H -2.6802 0.5581 -2.4911
H -1.4397 1.6533 -1.7983
H -2.1635 -1.8698 -2.0460
H -3.2189 -1.2378 -0.8059
H -2.0759 -3.4814 0.0056
H -0.4774 -2.7448 -0.0988
H -2.4061 -1.0981 1.3337
H -1.3754 -1.4313 3.3522
H -0.4369 -2.7542 2.8142
H -0.2590 -0.0178 0.9471
H 2.8250 3.5157 -1.8428
H 1.2187 3.7995 -0.9831
H 1.6924 2.5546 -2.2912
H 4.3591 2.3199 -0.0673

# 4
13
Properties=species:S:1:pos:R:3 method="wB97M-V/def2-TZVPD" e_lumo_ha=0.0418 homo_lumo_gap_ev=9.66 relative_energy_kcal_mol=81.08
N -1.6494 -1.9559 0.9203
C -1.4225 -0.7361 0.4669
O -0.3526 -0.7988 -0.3864
C 0.4630 0.2548 0.0962
C 0.2962 1.6183 -0.4702
C 1.4888 0.7614 -0.8389
H -2.3094 -2.0268 1.6762
H -1.1190 -2.7772 0.6413
H 0.7087 0.1572 1.1545
H -0.4943 1.7327 -1.2048
H 0.4384 2.4692 0.1909
H 2.4625 1.0038 -0.4264
H 1.4894 0.2974 -1.8195

# 5
82
Properties=species:S:1:pos:R:3 method="wB97M-V/def2-TZVPD" e_lumo_ha="-0.2021 / -0.3264" spin_multiplicity=3 charge=+2 homo_lumo_gap_ev="7.04 / 3.50" relative_energy_kcal_mol=24.79
N 2.7459 3.5748 -4.6753
C 3.5746 2.7138 -4.0907
C 3.2306 2.0004 -2.9310
C 1.9312 2.1519 -2.4144
C 1.1058 3.1470 -2.9649
C 1.5599 3.8306 -4.1175
C 1.3297 1.0552 -1.5817
Ti 0.3848 0.1865 -0.0040
P -2.1010 -2.2088 1.5682
C -0.0657 0.6634 -1.8032
C -0.4633 -0.6354 -2.4395
C -1.7358 -1.1565 -2.1471
C -2.2229 -2.3072 -2.7821
C -1.4359 -2.9646 -3.7557
C -0.1824 -2.3940 -4.1125
C 0.2793 -1.2254 -3.4864
Br -2.1043 -4.5040 -4.4898
H 2.0737 0.2503 -1.4046
H -0.8137 1.4773 -1.8403
H 3.9199 1.2556 -2.5456
H 0.0931 3.3319 -2.6164
H 4.5471 2.5368 -4.5577
H 0.9294 4.5752 -4.6183
H -2.3363 -0.5980 -1.4317
H 1.1967 -0.7079 -3.8082
H -3.2002 -2.6737 -2.4948
H 0.4288 -2.8200 -4.8972
P -0.0252 2.0593 1.4894
C -2.1650 -3.6052 0.3805
C -3.4947 -4.3732 0.2843
H -1.3624 -4.3101 0.6531
H -1.9130 -3.1743 -0.5990
H -3.4669 -5.0627 -0.5680
H -3.6792 -4.9793 1.1776
H -4.3575 -3.7144 0.1411
C -3.1725 -0.9163 0.8922
C -4.5199 -0.7664 1.6164
H -3.3897 -1.2035 -0.1465
H -2.6130 0.0354 0.8920
H -4.9998 0.1592 1.2781
H -5.1874 -1.5976 1.3602
H -4.4035 -0.7322 2.7056
C -0.3803 -2.0043 2.0564
C -0.0967 -2.9395 3.2597
H -0.2292 -0.9453 2.3452
H 0.2973 -2.2766 1.2301
H 0.8084 -2.6127 3.7846
H -0.9347 -2.9392 3.9731
H 0.0605 -3.9717 2.9170
C 0.5093 1.4593 3.1567
C 0.9554 2.5509 4.1325
H 1.3244 0.7332 3.0079
H -0.3341 0.8978 3.5925
H 1.8749 3.0447 3.8045
H 0.1872 3.3147 4.2918
H 1.1647 2.1036 5.1098
C -1.7880 2.4926 1.7883
C -2.4555 3.3008 0.6704
H -1.8163 3.0573 2.7330
H -2.3322 1.5528 1.9551
H -2.1384 4.3512 0.6920
H -2.2445 2.8974 -0.3315
H -3.5450 3.2918 0.8049
C 0.7116 3.7187 1.2515
C 2.1406 3.7400 0.7169
H 0.6668 4.2164 2.2324
H 0.0435 4.2804 0.5830
H 2.1613 4.0563 -0.3320
H 2.7285 4.4684 1.2921
H 2.6536 2.7721 0.7801
C 1.8269 -2.7064 -0.8413
C 2.5872 -1.8790 0.1104
N 2.2709 -0.6629 0.5603
C 3.3882 -0.1754 1.2647
C 4.3459 -1.1361 1.2687
N 3.8355 -2.2000 0.5249
H 2.0070 -2.3499 -1.8746
H 2.1790 -3.7484 -0.7433
H 0.7297 -2.7029 -0.6554
H 3.3589 0.8104 1.6828
H 5.2767 -1.1679 1.7816
H 4.2817 -3.0663 0.3084

# 6
17
Properties=species:S:1:pos:R:3 method="wB97M-V/def2-TZVPD" e_lumo_ha=0.0084 homo_lumo_gap_ev=10.04 relative_energy_kcal_mol=156.45
C 1.3327 -2.4415 -0.0875
N 0.8289 -1.2809 -0.1646
N -0.4931 -1.4396 -0.7366
C -1.2466 -0.3206 -0.6153
C -0.9876 0.8992 0.2529
N -0.5124 0.3745 1.6565
C -0.2448 2.0300 -0.5063
O 1.0846 1.7269 -0.0740
H 1.1725 -3.5167 -0.1503
H 2.1875 -2.2598 0.6423
H -2.2931 -0.6118 -1.1442
H -1.9751 1.2019 0.5885
H -0.3084 1.2234 2.3933
H 0.4078 0.1492 1.4767
H -0.5707 3.1802 -0.6711
H -0.2906 1.5626 -1.7528
H 1.1071 0.6757 -0.3407